Model a:
Formula: H26O13
Source: OMol25
Level of theory: the ωB97M-V functional and the def2-TZVPD basis

- net charge = 0
- E_LUMO (eV) = -0.63
- Kohn-Sham gap (eV) = 9.780
- E_HOMO (hartree) = -0.3824

Element x y z (Å)
O1 -1.07 -2.96 0.06
H1 -0.69 -3.49 0.80
H2 -0.47 -2.24 0.00
O2 -1.43 3.88 -0.54
H3 -0.79 4.45 -0.99
H4 -1.27 2.98 -0.86
O3 4.74 -0.99 -0.93
H5 3.88 -0.51 -0.91
H6 4.92 -1.29 -1.82
O4 -2.86 -1.46 1.32
H7 -2.26 -1.98 0.74
H8 -2.73 -0.54 1.06
O5 2.11 -2.44 -0.87
H9 2.93 -2.98 -0.77
H10 1.95 -2.38 -1.81
O6 2.39 0.51 -1.05
H11 2.69 0.69 -1.95
H12 2.82 1.28 -0.69
O7 0.15 -0.48 0.31
H13 1.03 -0.65 -0.14
H14 -0.32 0.27 -0.03
O8 -3.03 1.74 -2.41
H15 -3.60 1.28 -2.97
H16 -2.54 1.16 -1.74
O9 -0.14 1.89 -1.53
H17 -0.34 1.68 -2.44
H18 0.76 1.63 -1.55
O10 -1.17 0.47 2.74
H19 -1.35 0.15 1.87
H20 -1.34 1.34 2.77
O11 0.43 -1.93 2.92
H21 -0.33 -1.40 2.62
H22 0.01 -2.72 3.28
O12 -2.46 0.80 0.14
H23 -3.13 1.30 0.54
H24 -2.99 0.25 -0.43
O13 1.90 1.32 1.78
H25 2.43 0.57 2.09
H26 1.17 0.82 1.40

Model b:
Formula: H26O13
Source: OMol25
Level of theory: the ωB97M-V functional and the def2-TZVPD basis

- net charge = 0
- E_LUMO (eV) = -0.77
- Kohn-Sham gap (eV) = 8.984
- E_HOMO (hartree) = -0.3583

Element x y z (Å)
H1 -0.87 0.17 -1.22
H2 0.40 0.71 -0.68
H3 -1.74 -1.70 -0.54
H4 -1.17 -1.09 0.62
H5 0.38 0.37 -3.91
H6 0.67 1.93 -3.43
H7 -3.95 -3.16 0.86
H8 -2.98 -3.46 -0.20
H9 2.85 2.23 2.46
H10 2.05 1.99 3.58
H11 -3.24 -1.66 -1.30
H12 -2.90 -1.97 -2.75
H13 -1.19 3.24 2.90
H14 -0.03 3.02 1.99
H15 0.32 1.03 3.36
H16 1.43 0.77 4.46
H17 -2.89 0.55 1.32
H18 -3.22 -0.40 -0.01
H19 3.38 0.41 -1.40
H20 1.93 -0.27 -1.43
H21 2.38 3.56 -2.81
H22 3.19 4.03 -3.98
H23 -0.05 -4.09 -0.58
H24 1.17 -3.31 -0.62
H25 2.10 -0.55 0.79
H26 3.07 -0.58 1.88
O1 -0.42 0.24 -0.46
O2 -1.18 -1.94 0.14
O3 0.40 0.97 -3.16
O4 -3.96 -3.55 0.00
O5 2.74 1.56 3.04
O6 -3.16 -2.32 -1.97
O7 -0.24 3.54 2.78
O8 0.50 0.64 4.16
O9 -3.56 0.26 0.61
O10 2.91 -0.42 -1.59
O11 2.36 3.47 -3.77
O12 0.27 -3.18 -0.69
O13 2.27 -1.04 1.53

Model c:
Formula: H26O13
Source: OMol25
Level of theory: the ωB97M-V functional and the def2-TZVPD basis

- net charge = 0
- E_LUMO (eV) = -0.11
- Kohn-Sham gap (eV) = 9.967
- E_HOMO (hartree) = -0.3704

Element x y z (Å)
H1 0.34 -0.42 0.60
H2 -0.03 0.70 -0.36
H3 -3.24 0.76 3.56
H4 -3.71 -0.34 2.64
H5 0.08 -4.33 -0.76
H6 1.43 -4.17 -1.43
H7 5.21 -0.78 1.72
H8 3.83 -1.37 1.97
H9 3.58 -1.88 -0.98
H10 2.26 -1.47 -0.36
H11 2.33 0.49 2.21
H12 1.25 1.54 1.99
H13 -2.41 -1.86 1.63
H14 -1.42 -2.88 1.08
H15 0.68 3.84 -1.24
H16 -0.71 4.29 -0.83
H17 4.39 1.85 -0.01
H18 3.22 1.04 0.53
H19 -2.07 -2.49 -0.88
H20 -1.57 -2.38 -2.31
H21 -3.53 4.90 0.03
H22 -2.84 3.72 0.70
H23 -5.02 -0.60 -1.09
H24 -4.24 -0.36 -2.37
H25 1.30 0.69 -2.55
H26 1.79 1.93 -3.28
O1 -0.33 0.24 0.44
O2 -3.39 -0.19 3.53
O3 0.55 -3.78 -1.39
O4 4.29 -0.53 1.82
O5 2.88 -1.22 -1.05
O6 1.63 0.75 1.59
O7 -2.34 -2.78 1.34
O8 -0.24 3.83 -1.52
O9 4.17 1.15 0.62
O10 -2.32 -2.70 -1.79
O11 -3.52 3.94 0.04
O12 -4.13 -0.59 -1.44
O13 1.85 1.47 -2.43

Model d:
Formula: H26O13
Source: OMol25
Level of theory: the ωB97M-V functional and the def2-TZVPD basis

- net charge = 0
- E_LUMO (eV) = -0.13
- Kohn-Sham gap (eV) = 7.506
- E_HOMO (hartree) = -0.2808

Element x y z (Å)
H1 0.53 -0.49 -0.10
H2 -0.92 -0.59 0.18
H3 1.59 3.10 0.65
H4 2.80 3.49 -0.31
H5 -4.81 1.23 -2.52
H6 -3.48 1.59 -1.94
H7 -1.05 -0.01 -1.75
H8 -1.68 -1.25 -1.19
H9 -4.20 -0.37 0.69
H10 -3.56 0.91 0.33
H11 -0.90 3.14 -0.83
H12 0.17 4.23 -1.19
H13 -0.51 1.74 2.92
H14 -1.59 0.66 2.79
H15 -0.57 -2.83 1.96
H16 -0.19 -3.29 0.61
H17 3.60 0.23 -1.22
H18 3.35 -0.08 -2.65
H19 -2.20 -1.74 0.25
H20 -2.57 -3.17 -0.41
H21 1.26 0.84 2.11
H22 2.46 0.44 3.05
H23 5.35 -0.50 0.11
H24 4.00 -0.04 0.82
H25 2.58 -4.11 -0.92
H26 1.25 -3.30 -1.37
O1 -0.24 -0.76 -0.52
O2 1.87 3.30 -0.31
O3 -4.28 1.10 -1.66
O4 -1.89 -0.47 -1.63
O5 -4.28 0.54 0.94
O6 -0.32 3.76 -0.43
O7 -1.05 1.24 2.24
O8 -0.75 -2.67 1.07
O9 3.83 -0.41 -1.97
O10 -2.34 -2.72 0.41
O11 2.11 0.33 2.18
O12 4.73 0.27 0.30
O13 1.90 -3.36 -0.70

Most stable one: model a, least stable one: model d.

Model a:
Formula: H26O13
Source: OMol25
Level of theory: the ωB97M-V functional and the def2-TZVPD basis

- net charge = 0
- E_LUMO (eV) = -0.75
- Kohn-Sham gap (eV) = 8.028
- E_HOMO (hartree) = -0.3226

Element x y z (Å)
O1 -0.91 1.16 2.46
H1 -1.19 2.03 2.37
H2 -0.83 0.88 3.38
O2 -0.96 -3.37 -1.93
H3 -0.81 -3.43 -0.96
H4 -0.27 -2.71 -2.33
O3 0.38 -0.17 -0.46
H5 0.47 0.67 -0.12
H6 -0.15 -0.76 0.14
O4 -1.29 -0.87 1.05
H7 -1.31 -1.86 1.24
H8 -1.12 -0.42 1.91
O5 1.87 -2.36 1.82
H9 2.57 -3.18 1.96
H10 2.14 -1.76 1.20
O6 -0.66 -3.52 0.96
H11 -1.08 -4.02 1.43
H12 0.11 -3.26 1.14
O7 -3.75 -0.24 0.20
H13 -4.24 -0.64 0.93
H14 -2.81 -0.28 0.43
O8 2.91 3.07 -1.17
H15 2.70 2.20 -1.06
H16 2.07 3.35 -0.95
O9 2.90 0.43 -1.87
H17 2.98 -0.50 -1.48
H18 3.75 0.42 -2.24
O10 -0.18 3.92 -0.95
H19 -0.52 4.44 -1.71
H20 -0.64 3.17 -1.11
O11 -1.79 1.79 -0.70
H21 -2.47 1.99 0.02
H22 -1.38 1.17 -0.06
O12 1.32 2.11 1.13
H23 0.31 2.02 1.58
H24 1.95 1.95 1.87
O13 0.13 -1.51 -2.78
H25 -0.65 -1.04 -3.31
H26 0.45 -0.89 -2.03

Model b:
Formula: H26O13
Source: OMol25
Level of theory: the ωB97M-V functional and the def2-TZVPD basis

- net charge = 0
- E_LUMO (eV) = -0.85
- Kohn-Sham gap (eV) = 8.958
- E_HOMO (hartree) = -0.3606

Element x y z (Å)
O1 -9.61 10.57 0.02
H1 -10.24 10.96 -0.58
H2 -8.73 10.90 -0.19
O2 -10.53 9.99 -3.09
H3 -10.23 9.39 -2.39
H4 -9.92 10.73 -3.05
O3 -8.74 12.09 -2.66
H5 -8.69 12.37 -3.61
H6 -8.69 12.93 -2.16
O4 -10.92 6.99 0.12
H7 -10.80 6.91 -0.86
H8 -11.08 7.90 0.20
O5 -11.60 12.06 -1.32
H9 -11.58 11.88 -2.30
H10 -11.08 12.90 -1.29
O6 -11.84 12.50 -3.96
H11 -11.93 12.66 -4.87
H12 -12.19 13.32 -3.64
O7 -12.50 9.24 -1.24
H13 -12.13 10.04 -1.65
H14 -12.45 9.42 -0.31
O8 -9.04 8.31 -1.59
H15 -8.45 8.86 -2.08
H16 -9.12 8.67 -0.74
O9 -8.65 5.78 -1.94
H17 -9.09 5.30 -2.68
H18 -8.97 6.70 -2.01
O10 -9.20 12.09 -5.41
H19 -10.11 11.84 -5.67
H20 -9.04 13.02 -5.62
O11 -9.39 9.03 -6.08
H21 -9.88 9.70 -5.64
H22 -9.52 8.23 -5.63
O12 -12.34 8.64 -4.67
H23 -11.64 9.23 -4.26
H24 -11.86 7.93 -5.08
O13 -11.22 6.82 -2.56
H25 -11.98 6.27 -2.46
H26 -11.52 7.72 -2.66

Most stable one: model b, least stable one: model a.

Model a:
Formula: H26O13
Source: OMol25
Level of theory: the ωB97M-V functional and the def2-TZVPD basis

- net charge = 0
- E_LUMO (eV) = -0.52
- Kohn-Sham gap (eV) = 9.968
- E_HOMO (hartree) = -0.3854

Element x y z (Å)
O1 2.66 -0.03 2.24
H1 2.83 0.92 2.07
H2 1.72 0.01 2.45
O2 0.50 0.54 0.16
H3 0.55 0.34 -0.79
H4 -0.46 0.54 0.47
O3 0.46 -2.04 0.84
H5 0.58 -1.11 0.66
H6 1.26 -2.45 0.60
O4 -1.06 -2.37 -1.37
H7 -0.82 -2.24 -0.46
H8 -0.91 -3.29 -1.58
O5 4.15 -0.64 -1.66
H9 3.18 -0.59 -1.82
H10 4.57 0.09 -2.13
O6 -2.35 1.20 -2.57
H11 -2.62 1.80 -3.28
H12 -1.53 1.60 -2.21
O7 1.85 2.70 1.39
H13 1.47 2.03 0.79
H14 1.74 3.53 0.87
O8 0.28 1.94 -2.37
H15 0.00 2.71 -2.78
H16 1.13 2.19 -2.01
O9 1.48 -0.95 -1.97
H17 1.13 -0.35 -2.56
H18 0.85 -1.66 -2.04
O10 -1.96 0.82 0.82
H19 -2.73 0.54 1.30
H20 -1.93 1.79 0.71
O11 0.05 -0.23 3.25
H21 -0.04 0.72 3.11
H22 0.67 -0.37 3.93
O12 -2.04 -2.16 2.44
H23 -1.34 -1.57 2.10
H24 -2.36 -1.78 3.26
O13 -3.97 -0.53 -0.65
H25 -3.91 -1.45 -0.56
H26 -3.09 -0.19 -0.67

Model b:
Formula: H26O13
Source: OMol25
Level of theory: the ωB97M-V functional and the def2-TZVPD basis

- net charge = 0
- E_LUMO (eV) = -0.50
- Kohn-Sham gap (eV) = 8.921
- E_HOMO (hartree) = -0.3462

Element x y z (Å)
O1 18.48 -8.04 1.75
H1 18.88 -8.79 1.31
H2 17.70 -8.40 2.17
O2 14.64 -4.95 5.23
H3 14.44 -4.04 5.43
H4 13.85 -5.28 4.79
O3 19.99 -7.64 4.96
H5 19.46 -8.43 4.89
H6 19.43 -6.94 4.62
O4 19.11 -5.97 7.69
H7 19.92 -6.03 7.19
H8 18.60 -5.29 7.24
O5 14.49 -8.08 5.64
H9 15.14 -7.40 5.81
H10 14.51 -8.63 6.43
O6 16.09 -6.42 7.12
H11 15.67 -5.72 6.62
H12 16.24 -6.04 7.99
O7 17.19 -5.74 0.94
H13 16.71 -5.46 1.72
H14 17.75 -6.45 1.26
O8 15.63 -8.40 1.43
H15 15.63 -8.38 2.38
H16 14.75 -8.11 1.17
O9 14.96 -4.52 2.41
H17 14.89 -3.58 2.22
H18 15.54 -4.58 3.16
O10 16.55 -8.82 4.02
H19 15.82 -9.12 4.56
H20 17.32 -9.22 4.42
O11 17.57 -6.16 4.46
H21 17.35 -5.89 5.35
H22 17.18 -7.03 4.37
O12 17.20 -3.60 3.83
H23 17.61 -4.46 3.78
H24 17.28 -3.35 4.75
O13 17.78 -3.63 6.96
H25 18.25 -2.91 7.37
H26 17.07 -3.84 7.57

Model c:
Formula: H26O13
Source: OMol25
Level of theory: the ωB97M-V functional and the def2-TZVPD basis

- net charge = 0
- E_LUMO (eV) = -0.56
- Kohn-Sham gap (eV) = 9.676
- E_HOMO (hartree) = -0.3760

Element x y z (Å)
H1 -0.85 0.32 0.65
H2 0.47 -0.42 0.55
H3 3.32 -1.05 -1.29
H4 4.36 -0.23 -0.55
H5 -0.71 4.51 -0.40
H6 -0.26 3.43 0.58
H7 -1.25 1.76 2.19
H8 -0.52 0.86 3.16
H9 3.75 1.05 2.05
H10 3.91 0.56 3.47
H11 -1.50 0.16 -1.36
H12 -2.57 1.23 -1.16
H13 0.71 2.04 -4.16
H14 1.03 1.16 -2.97
H15 -1.56 -3.47 -4.07
H16 -0.99 -3.09 -2.71
H17 -4.87 -1.28 -1.70
H18 -3.55 -1.84 -1.18
H19 4.76 2.51 -2.32
H20 3.47 1.86 -1.82
H21 -3.55 0.19 2.66
H22 -2.32 0.77 3.34
H23 -2.93 -1.75 1.21
H24 -1.80 -1.11 0.42
H25 0.86 -5.04 3.03
H26 0.65 -3.84 3.93
O1 -0.17 0.07 0.02
O2 3.75 -0.19 -1.30
O3 0.00 4.28 0.22
O4 -0.60 1.05 2.22
O5 4.42 0.88 2.72
O6 -2.02 0.82 -1.84
O7 1.05 2.08 -3.26
O8 -1.26 -2.71 -3.56
O9 -3.93 -1.35 -1.92
O10 4.40 1.67 -2.00
O11 -2.68 -0.05 2.99
O12 -1.97 -1.75 1.12
O13 0.95 -4.08 3.04

Most stable one: model b, least stable one: model c.

Model a:
Formula: C5H12N2O
Source: OMol25
Level of theory: the ωB97M-V functional and the def2-TZVPD basis

- net charge = 0
- SMILES = C=NC.NC=O.C=C
- E_LUMO (eV) = 0.46
- Kohn-Sham gap (eV) = 8.134
- E_HOMO (hartree) = -0.2822

Element x y z (Å)
C1 1.48 0.37 1.01
N1 1.09 -0.71 0.40
C2 1.77 -1.11 -0.80
H1 2.42 0.86 0.76
H2 1.19 0.48 2.06
H3 1.21 -0.77 -1.67
H4 2.79 -0.71 -0.86
H5 1.77 -2.21 -0.83
N2 -1.66 2.45 0.57
C3 -0.65 2.05 -0.23
O1 -0.58 2.25 -1.42
H6 -1.66 2.26 1.55
H7 -2.51 2.79 0.15
H8 0.27 1.58 0.38
C4 -0.91 -1.09 0.24
C5 -1.21 -2.12 -0.59
H9 -1.12 -1.19 1.29
H10 -1.11 -0.06 -0.14
H11 -1.45 -3.10 -0.20
H12 -1.11 -2.04 -1.66

Model b:
Formula: C5H12N2O
Source: OMol25
Level of theory: the ωB97M-V functional and the def2-TZVPD basis

- net charge = 0
- SMILES = NCNCCCC=O
- E_LUMO (eV) = 0.83
- Kohn-Sham gap (eV) = 10.140
- E_HOMO (hartree) = -0.3420

Element x y z (Å)
N1 1.64 -2.34 0.41
C1 2.17 -1.04 0.42
N2 1.24 0.15 -0.08
C2 -0.09 -0.14 0.60
C3 -1.23 0.00 -0.49
C4 -2.07 1.24 -0.23
C5 -1.27 2.61 -0.45
O1 -1.77 3.61 -0.73
H1 1.00 -2.53 1.14
H2 1.25 -2.79 -0.44
H3 3.14 -0.79 -0.25
H4 2.75 -0.74 1.46
H5 1.14 -0.13 -1.12
H6 0.06 0.46 1.44
H7 -0.04 -1.22 0.83
H8 -1.86 -0.93 -0.53
H9 -0.74 -0.04 -1.49
H10 -2.97 1.07 -0.87
H11 -2.17 1.13 0.94
H12 -0.20 2.42 -0.57

Most stable one: model b, least stable one: model a.

Model a:
Formula: C5H12N2O
Source: OMol25
Level of theory: the ωB97M-V functional and the def2-TZVPD basis

- net charge = 0
- SMILES = CC(=O)C[C@@H](C)NN
- E_LUMO (eV) = 0.97
- Kohn-Sham gap (eV) = 9.561
- E_HOMO (hartree) = -0.3158

Element x y z (Å)
C1 -2.64 0.92 -0.56
C2 -1.63 0.10 0.21
O1 -1.74 -1.15 0.22
C3 -0.41 0.75 0.63
C4 0.88 0.00 -0.51
C5 2.21 0.65 -0.23
N1 0.83 -1.38 -0.37
N2 1.38 -1.85 0.86
H1 -2.89 1.83 -0.02
H2 -3.56 0.36 -0.71
H3 -2.23 1.19 -1.53
H4 -0.39 1.83 0.51
H5 -0.02 0.39 1.58
H6 0.48 0.27 -1.49
H7 2.16 1.72 -0.41
H8 2.50 0.48 0.81
H9 2.97 0.22 -0.87
H10 -0.20 -1.69 -0.44
H11 1.63 -2.82 0.73
H12 0.68 -1.82 1.60

Model b:
Formula: C5H12N2O
Source: OMol25
Level of theory: the ωB97M-V functional and the def2-TZVPD basis

- net charge = 0
- E_LUMO (eV) = 0.87
- Kohn-Sham gap (eV) = 7.547
- E_HOMO (hartree) = -0.2452

Element x y z (Å)
C1 -1.22 -0.09 -0.98
C2 -0.22 -0.89 0.69
C3 0.25 0.44 0.57
C4 -2.28 0.99 -0.91
N1 0.50 -1.96 0.30
C5 2.81 0.40 1.39
O1 -0.38 0.02 -2.08
N2 1.71 0.46 1.97
H1 -0.01 0.92 -2.11
H2 -1.71 -1.05 -1.12
H3 -0.97 -1.10 1.45
H4 0.44 -2.85 0.76
H5 1.31 -1.80 -0.28
H6 1.02 0.66 -0.17
H7 -0.32 1.23 1.03
H8 -2.92 0.82 -0.05
H9 -2.89 0.99 -1.82
H10 -1.81 1.98 -0.79
H11 2.92 0.31 0.26
H12 3.78 0.53 1.89

Most stable one: model a, least stable one: model b.

Model a:
Formula: C5H12N2O
Source: OMol25
Level of theory: the ωB97M-V functional and the def2-TZVPD basis

- net charge = 0
- E_LUMO (eV) = -3.14
- Kohn-Sham gap (eV) = 3.791
- E_HOMO (hartree) = -0.2546

Element x y z (Å)
N1 -0.87 -0.79 1.27
C1 0.41 -0.88 0.54
C2 0.40 -1.07 -0.91
C3 0.80 -2.32 0.18
O1 -0.04 -3.24 0.32
C4 -1.12 2.06 0.12
N2 0.23 2.05 -0.59
C5 0.45 3.44 -1.01
H1 -1.34 -1.68 1.03
H2 -0.68 -0.84 2.27
H3 1.10 -0.07 0.80
H4 1.16 -0.55 -1.49
H5 -0.49 -1.44 -1.38
H6 1.80 -2.61 0.48
H7 -1.97 2.15 -0.56
H8 -1.17 2.68 1.02
H9 -0.71 1.08 0.28
H10 0.80 4.12 -0.21
H11 1.24 3.55 -1.76
H12 -0.50 3.77 -1.51

Model b:
Formula: C5H12N2O
Source: OMol25
Level of theory: the ωB97M-V functional and the def2-TZVPD basis

- net charge = 0
- SMILES = CC(=O)N(C)[C@@H](C)N
- E_LUMO (eV) = 0.79
- Kohn-Sham gap (eV) = 9.716
- E_HOMO (hartree) = -0.3281

Element x y z (Å)
C1 1.98 1.59 0.89
C2 1.24 0.98 -0.28
O1 1.59 1.19 -1.43
N1 0.12 0.17 0.04
C3 -0.57 0.27 1.31
C4 -0.49 -0.61 -1.03
C5 -0.58 -2.13 -0.56
N2 -1.77 -0.15 -1.46
H1 2.85 2.13 0.53
H2 2.30 0.81 1.58
H3 1.34 2.29 1.43
H4 -1.55 -0.20 1.24
H5 -0.70 1.31 1.60
H6 -0.01 -0.25 2.10
H7 0.20 -0.54 -1.88
H8 0.43 -2.50 -0.37
H9 -1.03 -2.70 -1.37
H10 -1.20 -2.26 0.32
H11 -2.46 -0.12 -0.72
H12 -1.72 0.74 -1.94

Most stable one: model b, least stable one: model a.